1.
This record from OMol25 describes C53H51CsN11O7PS3 as an isolated structure at a distorted geometry. The level of theory is ωB97M-V/def2-TZVPD.

The geometry in XYZ format:
```
127
Properties=species:S:1:pos:R:3:forces:R:3
Cs 14.009945 -13.726476 19.792457 -0.39 -0.05 0.13
C 12.613912 -16.865255 18.650564 -0.58 0.40 -0.23
N 11.653820 -15.870688 19.121870 0.65 0.31 0.23
C 10.428015 -15.740256 18.334207 -1.38 -2.35 3.62
C 10.360049 -14.622627 17.455624 0.81 2.73 -1.96
N 10.580557 -14.636310 16.142345 -0.46 0.19 1.18
C 10.584359 -13.292551 15.780012 0.27 -0.17 -1.58
C 10.926813 -12.694447 14.538010 -0.26 0.84 1.34
C 10.970380 -11.287288 14.504858 0.44 -2.09 -0.16
C 10.678759 -10.530442 15.632603 -0.53 0.99 0.19
C 10.398143 -11.100706 16.850235 -0.12 -0.42 -1.31
C 10.351634 -12.480215 16.870477 0.13 -0.44 2.16
N 10.214229 -13.333235 17.974304 -0.10 -1.10 -2.98
C 12.686452 -16.891546 17.169073 2.40 0.18 -1.72
N 13.696432 -16.357981 16.463664 -1.21 -0.24 0.23
C 13.525927 -16.808523 15.150788 -0.06 -0.92 1.67
C 14.316700 -16.600110 14.037970 -0.77 -0.16 -0.65
C 13.856027 -17.181358 12.862884 1.26 -0.91 -1.68
C 12.720636 -18.043869 12.772288 0.32 0.66 0.81
C 11.950376 -18.263878 13.917177 1.03 -0.84 -1.01
C 12.473891 -17.752405 15.100858 -1.74 1.60 0.95
N 11.914640 -17.688505 16.392737 0.14 -0.98 -0.78
H 12.287508 -17.874156 18.936608 0.30 -0.02 0.33
H 13.615843 -16.612964 19.028454 -0.36 -0.43 -0.10
H 11.386556 -16.093936 20.085758 0.09 0.03 -0.38
H 9.708120 -15.603006 19.184459 -0.03 0.13 -0.99
H 10.116893 -16.713021 17.927732 0.03 0.45 -0.43
H 11.240417 -13.290615 13.699634 0.01 -0.14 -0.18
H 11.451542 -10.884349 13.640516 -0.27 0.69 -0.54
H 10.580817 -9.446779 15.591549 0.56 -0.07 -0.23
H 10.318214 -10.494853 17.706442 -0.51 0.42 0.76
H 10.371487 -13.077967 18.916216 0.12 0.14 1.32
H 15.220904 -16.017366 14.111580 0.03 0.17 -0.18
H 14.545445 -17.116370 11.967818 -1.05 0.07 0.94
H 12.433143 -18.604412 11.871963 0.38 0.67 0.20
H 11.141509 -18.980215 13.769053 -0.08 0.35 0.76
H 11.189162 -18.303111 16.732079 0.08 0.20 0.01
N 17.311182 -13.552985 15.580475 0.77 -0.72 0.06
C 17.535938 -13.760661 16.931462 0.81 0.23 0.77
C 16.911391 -12.875986 17.851787 -0.43 -0.11 -0.36
C 17.072856 -13.031413 19.208363 1.81 -1.52 0.00
C 17.895793 -14.108329 19.698437 -1.42 1.03 -0.71
C 18.500832 -14.954979 18.790407 0.28 -0.04 0.74
C 18.433263 -14.737209 17.442325 -1.81 1.25 -0.48
S 17.832252 -14.488890 21.401797 -1.83 1.70 1.51
O 18.925631 -15.337897 21.708122 1.68 -0.71 0.42
O 17.766757 -13.177582 22.102565 -0.15 -1.88 -1.08
N 16.397401 -15.237291 21.642489 0.53 1.17 0.11
C 16.192536 -16.494854 21.249498 -0.68 0.57 -0.80
N 14.875460 -16.906794 21.354688 -0.07 0.59 0.49
C 14.549032 -18.078026 20.887131 1.78 -0.92 -0.58
C 15.493047 -18.944403 20.313435 0.12 0.26 0.43
C 16.769577 -18.440981 20.251676 0.86 -0.25 -0.13
N 17.134630 -17.234353 20.647170 0.18 -0.44 0.05
H 16.397194 -13.147572 15.443375 -0.37 -0.23 -0.42
H 17.531035 -14.383015 15.023603 -0.43 0.65 0.16
H 16.192907 -12.124423 17.484530 0.56 -0.32 0.08
H 16.622774 -12.359240 19.908430 -0.16 0.31 0.33
H 19.027671 -15.843869 19.097126 0.14 0.08 0.54
H 18.931225 -15.453714 16.849374 0.37 -0.47 -1.10
H 13.553133 -18.415453 20.894101 -1.43 0.02 0.41
H 15.320882 -19.962822 20.023344 -0.44 -0.17 -0.18
H 17.596851 -19.056492 19.873402 -0.32 0.11 -0.10
O 10.745937 -13.143349 20.893268 0.15 -1.43 0.52
H 10.414740 -12.256949 21.073245 0.19 0.25 0.49
H 10.671951 -13.759368 21.672682 -0.23 1.29 -1.10
O 13.018921 -14.789072 22.583304 0.05 -0.37 -0.04
H 12.219008 -15.178960 22.188454 0.20 -0.11 0.37
H 13.635443 -15.548335 22.664030 -0.18 0.44 -0.36
O 14.419128 -13.139416 15.832981 -1.00 -1.29 -0.53
H 13.961107 -12.469655 16.381873 0.01 -0.16 -0.09
H 13.789299 -13.899697 15.675749 0.99 1.27 0.48
O 10.895577 -10.306736 20.700055 -1.55 -0.12 0.89
C 11.634501 -10.156665 19.766313 2.86 0.28 -1.68
N 12.167675 -8.894276 19.389812 -0.58 0.49 0.70
C 13.398620 -9.056039 18.657890 0.93 -0.63 0.25
C 13.178257 -10.554341 18.212719 -0.87 0.35 1.13
O 13.905209 -11.087981 17.387879 0.22 -0.38 -0.24
N 12.224298 -11.131587 18.974749 0.19 0.40 -0.05
C 14.671730 -9.228008 19.599580 -0.16 0.01 0.72
C 15.956743 -8.764981 19.304909 -0.12 0.10 -0.27
C 17.088178 -9.016201 20.095353 -0.49 -0.12 -0.68
C 16.945492 -9.749604 21.226657 -0.55 -1.06 1.30
C 15.671724 -10.204202 21.599765 -0.44 0.42 0.11
C 14.526542 -9.958861 20.812991 1.52 0.19 -0.17
C 13.593289 -8.065770 17.508803 0.34 0.11 -0.76
C 14.259458 -8.470203 16.313137 -0.18 1.46 -0.31
C 14.329678 -7.546548 15.218289 -0.25 -1.65 0.75
C 13.666500 -6.331382 15.306876 1.16 0.06 -1.58
C 13.068451 -5.909378 16.451204 -0.65 -0.01 1.09
C 13.080511 -6.754732 17.575107 -0.82 0.19 0.13
H 12.038399 -8.147533 20.069847 0.26 -0.38 -0.20
H 16.130922 -8.205999 18.408934 -0.16 0.26 -0.52
H 18.083737 -8.742039 19.790704 0.04 0.37 -0.31
H 17.776435 -10.082971 21.854943 -0.13 0.34 -0.32
H 15.630772 -10.693522 22.578185 -0.39 -0.20 -0.56
H 13.586099 -10.393781 21.104921 -0.20 0.10 0.15
H 14.687759 -9.473985 16.262600 -0.21 0.47 -0.09
H 14.783553 -7.842732 14.249182 -0.21 0.15 0.91
H 13.711464 -5.675601 14.434670 -0.22 -0.11 0.18
H 12.513608 -4.957934 16.406673 0.43 -0.48 0.51
H 12.552510 -6.372716 18.472204 0.44 -0.58 -0.50
S 9.730777 -18.782405 20.321556 -0.10 -0.32 -0.05
P 9.879036 -18.085652 22.161472 -0.21 -0.31 0.03
S 9.895077 -16.134825 22.403963 -0.29 0.74 -0.03
C 8.658163 -18.825553 23.347399 0.20 0.90 -1.25
C 7.617484 -19.626757 22.905079 -1.10 -0.54 0.28
C 6.743422 -20.222794 23.813686 0.34 0.45 0.82
C 6.928398 -20.024789 25.187957 0.82 1.35 -0.84
C 7.904178 -19.121814 25.594890 1.12 0.07 -0.27
C 8.782927 -18.489207 24.677060 -1.02 -0.71 2.01
C 11.307640 -18.753631 23.036802 0.70 0.92 0.65
C 11.759941 -18.062814 24.154794 1.03 0.74 0.77
C 12.791749 -18.669698 24.935066 -1.78 1.30 -0.39
C 13.375380 -19.834562 24.555580 0.28 -0.44 -1.33
C 13.052630 -20.385805 23.312745 0.19 -0.06 1.13
C 11.984196 -19.893514 22.639876 -1.12 -0.02 -1.48
H 7.342188 -19.767900 21.859519 0.78 0.16 0.05
H 5.893536 -20.763724 23.453948 -0.29 -0.42 -0.18
H 6.314591 -20.349740 25.985003 -0.87 -0.92 0.26
H 8.068396 -18.986907 26.668527 -0.17 0.24 -0.34
H 9.506945 -17.782757 25.120203 -0.39 -0.52 -0.82
H 11.396412 -16.993759 24.381535 0.52 -1.99 -0.30
H 13.075064 -18.192088 25.840826 0.34 0.38 0.63
H 14.161676 -20.294429 25.099703 0.60 -0.13 0.65
H 13.642209 -21.184483 22.927567 0.17 -0.65 -0.24
H 11.610896 -20.321990 21.712919 0.31 -0.22 -0.02
```
Forces are in eV/Å.

## Properties
Charge = -2
ΔE to the lowest compared entry with this formula, charge and spin = 16.16 kJ/mol
Total energy = -128862.9749 eV

2.
This record from OMol25 describes C53H51KN6O2SSiTe as an isolated structure at a distorted geometry. The level of theory is ωB97M-V/def2-TZVPD.

The geometry in XYZ format:
```
116
Properties=species:S:1:pos:R:3:forces:R:3
K 0.264704 -0.926071 0.409356 2.49 -0.23 0.00
N -2.223808 2.495014 0.909704 0.08 0.11 -0.19
C -0.906767 3.128212 0.801108 0.01 -0.02 0.32
C -0.351935 3.522055 2.173711 0.04 0.11 -0.21
C 0.877260 4.437596 2.068401 0.08 -0.15 0.07
C 2.217964 3.701730 2.068040 -0.09 0.11 -0.05
N 2.332810 2.782205 0.940023 -0.08 0.02 -0.08
H -2.284395 1.749808 0.215668 -0.04 0.05 0.01
H -2.961414 3.154227 0.692578 0.02 0.04 0.01
H -0.936997 4.012122 0.153220 0.10 -0.03 -0.06
H -0.224707 2.412925 0.341902 -0.05 0.13 -0.17
H -0.093093 2.605391 2.713039 -0.05 0.02 0.12
H -1.143820 4.024273 2.739481 -0.02 -0.02 0.00
H 0.888479 5.147019 2.904128 -0.01 0.00 -0.01
H 0.807365 5.018170 1.142780 0.00 0.07 0.03
H 2.345098 3.192270 3.036114 0.00 0.00 -0.01
H 3.011369 4.453065 1.984469 0.03 -0.05 0.03
H 1.862889 1.901314 1.182711 0.16 0.08 0.02
H 3.304429 2.528146 0.807312 0.02 -0.05 0.06
S 5.650341 -5.975688 -3.807897 -0.33 0.31 0.22
N 4.509424 -4.980184 -4.430288 0.35 -0.29 0.21
C 3.897124 -4.422090 -3.404320 0.22 -0.12 0.01
C 2.812957 -3.478353 -3.487385 -0.45 0.37 0.29
C 2.282568 -3.040630 -4.705635 0.07 -0.07 0.03
C 1.201054 -2.197389 -4.698757 0.04 -0.03 0.07
C 0.691685 -1.785412 -3.461950 -0.14 0.13 -0.17
N 1.200473 -2.151572 -2.305047 0.13 -0.21 0.37
C 2.239183 -2.999508 -2.290984 -0.19 0.08 -0.96
C 2.742092 -3.445212 -0.993349 0.49 -0.44 0.62
N 2.131237 -2.990659 0.108262 0.02 -0.12 -0.28
C 2.574684 -3.373751 1.285831 0.03 -0.11 0.31
C 3.660202 -4.234860 1.468647 -0.03 0.05 -0.04
C 4.288387 -4.725502 0.352321 0.01 -0.02 -0.10
C 3.824935 -4.345641 -0.910821 -0.37 0.37 0.36
C 4.398854 -4.846653 -2.132297 0.16 -0.09 -0.24
N 5.385577 -5.717713 -2.213479 0.06 -0.07 -0.48
H 2.736767 -3.384610 -5.626195 -0.04 -0.01 -0.02
H 0.748334 -1.844736 -5.613174 0.00 0.06 0.00
H -0.166716 -1.125201 -3.417353 0.02 0.03 0.00
H 2.049847 -2.976907 2.149787 0.03 0.07 -0.02
H 3.992280 -4.483622 2.466436 0.00 0.01 0.01
H 5.133834 -5.398133 0.420251 0.00 -0.01 0.01
O -1.836427 -0.450878 0.085764 -2.32 0.39 -0.43
O -2.068210 -1.631148 0.980994 -0.44 -0.01 0.48
C -4.808816 -0.270921 -4.576700 0.00 -0.01 0.03
C -4.056019 -0.939220 -3.620419 -0.05 -0.09 -0.06
C -2.944472 -0.331307 -3.049062 0.02 -0.01 0.01
C -2.541644 0.952070 -3.428464 0.05 0.33 -0.38
C -3.323055 1.612181 -4.386378 -0.12 -0.17 -0.02
C -4.444367 1.016555 -4.949798 -0.03 0.05 -0.06
Si -0.976662 1.732786 -2.629637 0.31 -0.38 1.01
C 0.374281 1.472453 -3.977717 -0.40 0.14 -0.36
C 1.728637 1.554660 -3.640948 0.04 0.00 -0.01
C 2.727446 1.369698 -4.588781 0.04 0.02 -0.01
C 2.394661 1.097248 -5.909529 0.07 -0.05 -0.07
C 1.056670 1.007564 -6.270819 -0.04 -0.04 -0.01
C 0.064450 1.186004 -5.313839 0.20 -0.03 -0.04
C -1.329232 3.600174 -2.818917 0.03 0.05 -0.28
C -2.551204 4.140913 -2.390944 0.02 -0.03 -0.03
C -2.827589 5.495839 -2.484119 0.00 0.06 0.03
C -1.870195 6.373568 -2.980771 -0.01 0.04 0.02
C -0.638179 5.871145 -3.379650 -0.02 0.09 0.01
C -0.379094 4.510298 -3.303569 -0.06 -0.05 0.03
H -5.679150 -0.743068 -5.019992 -0.01 0.00 0.02
H -4.348531 -1.935165 -3.305060 0.01 0.00 0.02
H -2.398809 -0.838249 -2.259110 -0.01 0.02 0.06
H -3.049201 2.616223 -4.693543 0.00 0.01 0.00
H -5.038391 1.556441 -5.681468 0.02 -0.01 -0.01
H 1.997972 1.763045 -2.608923 -0.01 -0.01 0.01
H 3.771295 1.436628 -4.300626 -0.01 0.00 0.02
H 3.172065 0.946219 -6.650970 0.00 0.02 0.01
H 0.786687 0.802743 -7.303025 0.01 -0.02 0.01
H -0.976661 1.098061 -5.607325 0.01 0.04 -0.02
H -3.304955 3.470331 -1.987955 -0.03 0.02 -0.03
H -3.794565 5.877921 -2.172234 0.00 -0.03 0.04
H -2.081902 7.435086 -3.047616 0.01 0.00 -0.01
H 0.117802 6.549068 -3.763601 0.02 -0.03 0.01
H 0.584522 4.134396 -3.631464 0.00 0.04 -0.03
C -6.317633 -3.025724 6.699711 0.06 0.06 -0.06
C -5.336682 -2.425494 5.724083 -0.02 -0.04 0.06
C -4.584202 -3.221944 4.872104 -0.08 0.00 0.07
C -3.704900 -2.677074 3.942154 0.21 0.12 -0.05
C -2.877308 -3.580904 3.067968 -0.10 -0.02 -0.01
C -3.560516 -1.286046 3.843189 -0.26 -0.28 0.12
Te -2.567103 -0.191888 2.253608 -0.15 -0.09 -0.12
C -4.284980 -0.477898 4.741857 0.15 -0.01 -0.07
C -4.099590 1.015036 4.710158 0.00 -0.04 -0.07
C -5.159648 -1.049383 5.656357 0.02 -0.07 -0.01
H -6.269121 -4.115150 6.678677 -0.02 0.00 0.02
H -7.341195 -2.727950 6.457337 -0.01 -0.03 0.03
H -6.110427 -2.692825 7.719637 -0.03 -0.03 0.02
H -4.689336 -4.302454 4.931902 0.02 0.00 -0.02
H -3.112164 -4.631646 3.249780 0.01 0.00 0.02
H -1.814941 -3.417526 3.266005 0.01 -0.02 -0.04
H -3.035067 -3.356585 2.012877 0.03 -0.04 0.00
H -4.281294 1.403074 3.700759 -0.05 0.06 0.05
H -3.070011 1.282354 4.965754 -0.01 0.03 0.01
H -4.771909 1.520925 5.404008 0.01 0.00 0.00
H -5.725833 -0.407949 6.327752 0.03 0.04 -0.01
C 5.974161 -1.453538 2.137800 0.04 0.02 0.13
C 5.222221 -1.065805 1.010183 -0.06 -0.02 -0.17
C 3.964363 -0.547666 1.171039 0.18 -0.04 -0.07
C 3.369233 -0.382944 2.448706 0.04 0.09 0.42
C 2.017270 0.090864 2.557505 -0.19 0.03 -0.26
C 1.560085 0.235483 3.856918 0.11 -0.07 0.00
C 2.348456 -0.034298 4.999841 0.07 -0.01 0.01
C 3.629270 -0.505307 4.874597 -0.09 0.00 0.18
C 4.171013 -0.715261 3.586840 -0.04 0.00 -0.22
C 5.465152 -1.261572 3.394317 0.09 -0.12 -0.03
H 6.953680 -1.900798 2.004963 0.01 0.04 0.02
H 5.635883 -1.204328 0.016388 -0.01 0.03 0.01
H 3.379302 -0.262101 0.302641 -0.05 0.01 0.02
H 0.536686 0.567164 4.031539 0.00 -0.01 0.00
H 1.929793 0.123816 5.991161 0.02 -0.01 0.01
H 4.231038 -0.720540 5.753332 0.02 -0.04 -0.03
H 6.046543 -1.550950 4.266460 0.00 0.03 0.00
```
Forces are in eV/Å.

## Properties
Charge = -2
ΔE to the lowest compared entry with this formula, charge and spin = 460.42 kJ/mol
Total energy = -111153.3614 eV

no.,Kohn-Sham gap (eV)
1,6.8
2,3.7